Entry 1:
Entry from OMol25: a molecular structure, C44H30BrF5N3NdO6PS2 at a distorted geometry (ωB97M-V/def2-TZVPD).

Net charge: -1
Maximum force in hartree/bohr: 0.070
Spin multiplicity: 4
HOMO (spin up / spin down) in eV: -5.18 / -5.18
Total energy in Eh: -7083.0973
LUMO energy (spin up / spin down) in eV: 1.8 / 1.7

Each line ends with the Mulliken spin population.
Cartesian coordinates (Å):
Nd (-0.82104, -0.03258, 0.01911)  3.03
C (4.94882, 1.01206, -2.29144)  0.00
C (4.16122, 1.29578, -3.40067)  0.00
C (2.78236, 1.26801, -3.30914)  0.00
C (2.16858, 0.95150, -2.09583)  0.00
C (2.96013, 0.66625, -0.98583)  0.01
C (4.34144, 0.70157, -1.08369)  0.00
N (0.76252, 0.98036, -1.91546)  -0.01
N (0.21638, 1.79718, -2.69139)  0.00
C (-1.12756, 2.09569, -2.51874)  0.00
C (-1.73528, 2.75348, -3.60134)  0.00
C (-3.01567, 3.24353, -3.47609)  0.00
C (-3.68233, 3.09729, -2.26324)  0.00
C (-3.07971, 2.41927, -1.21189)  0.00
C (-1.77520, 1.91413, -1.26765)  -0.01
H (6.02890, 1.02430, -2.37260)  0.00
H (4.62669, 1.54228, -4.34726)  0.00
H (2.15767, 1.48011, -4.16490)  0.00
H (2.47527, 0.47311, -0.03854)  0.00
H (4.94578, 0.48205, -0.21134)  0.00
H (-1.19534, 2.82567, -4.53931)  0.00
H (-3.49862, 3.73959, -4.30929)  0.00
H (-4.68092, 3.50497, -2.14570)  0.00
H (-3.65351, 2.28406, -0.29864)  0.00
F (5.46234, -4.59451, 2.03212)  0.00
C (4.44701, -4.13837, 1.29312)  0.00
C (4.19183, -4.68421, 0.04813)  0.00
F (4.96110, -5.67690, -0.40343)  0.00
C (3.13826, -4.20260, -0.70661)  0.00
F (2.91619, -4.81818, -1.87109)  0.00
C (2.33201, -3.15086, -0.28664)  0.00
P (0.79853, -2.44860, -1.30209)  0.01
C (0.06242, -4.15355, -1.21976)  0.00
C (-0.12100, -4.71677, 0.04309)  0.00
C (-0.75831, -5.93735, 0.19180)  0.00
C (-1.20378, -6.62943, -0.92265)  0.00
C (-0.98570, -6.09867, -2.18358)  0.00
C (-0.35815, -4.87121, -2.33314)  0.00
C (1.66447, -2.40579, -2.94911)  0.00
C (0.96362, -2.44852, -4.15889)  0.00
C (1.61920, -2.36887, -5.37993)  0.00
C (2.99481, -2.22680, -5.43030)  0.00
C (3.70322, -2.15364, -4.24215)  0.00
C (3.04780, -2.23050, -3.02535)  0.00
C (2.58721, -2.66546, 0.98897)  0.00
Br (1.43608, -1.36535, 1.81879)  0.00
C (3.63067, -3.13504, 1.77170)  0.00
F (3.86415, -2.64274, 2.99302)  0.00
H (0.20001, -4.18427, 0.92801)  0.00
H (-0.91945, -6.33558, 1.18605)  0.00
H (-1.73117, -7.56856, -0.80962)  0.00
H (-1.32166, -6.63865, -3.06092)  0.00
H (-0.20829, -4.47194, -3.32451)  0.00
H (-0.11149, -2.52821, -4.15196)  0.00
H (1.04355, -2.42542, -6.29609)  0.00
H (3.50376, -2.16387, -6.38450)  0.00
H (4.77845, -2.02426, -4.25701)  0.00
H (3.63511, -2.15742, -2.12318)  0.00
C (0.27877, 4.13362, 6.64960)  0.00
C (0.08033, 5.01038, 5.41261)  0.00
C (1.16208, 6.08024, 5.36056)  0.00
C (1.04893, 6.90160, 4.08453)  0.00
C (1.18726, 5.98379, 2.90197)  0.00
C (1.75414, 6.40512, 1.72110)  0.00
C (1.85739, 5.53181, 0.64351)  0.00
F (2.41026, 5.99085, -0.49497)  0.00
C (1.41540, 4.24296, 0.71928)  0.00
C (0.83645, 3.79292, 1.91196)  0.00
C (0.34052, 2.41693, 1.97111)  0.00
O (0.60287, 1.61801, 1.05297)  0.00
C (-0.45255, 2.11776, 3.12435)  0.00
C (-0.50839, 3.00393, 4.14977)  0.00
N (0.11034, 4.20696, 4.17242)  0.00
C (0.71947, 4.65958, 3.01127)  0.00
C (-1.30512, 0.84222, 3.26498)  0.00
O (-1.80619, 0.63352, 4.36399)  0.00
O (-1.41697, 0.15819, 2.20335)  -0.01
H (0.47727, 4.77017, 7.51188)  0.00
H (1.13020, 3.46768, 6.50297)  0.00
H (-0.59670, 3.52899, 6.87536)  0.00
H (-0.89550, 5.50532, 5.47665)  0.00
H (2.14352, 5.59799, 5.38980)  0.00
H (1.06911, 6.71504, 6.24183)  0.00
H (1.81727, 7.67472, 4.05282)  0.00
H (0.07627, 7.40305, 4.04997)  0.00
H (2.11066, 7.42254, 1.61672)  0.00
H (1.48805, 3.56555, -0.12223)  0.00
H (-1.09492, 2.71247, 5.00964)  0.00
O (-1.32258, -2.14406, 0.39929)  0.00
S (-2.45605, -2.02788, -0.55983)  -0.01
O (-3.32594, -3.16568, -0.58142)  0.00
O (-3.08768, -0.72620, -0.29667)  0.00
S (-1.53717, -1.71130, -2.34658)  0.00

Atoms 1-6, force components in eV/Å:
Nd 2.11 2.94 -0.21
C 0.01 -0.05 0.02
C 0.01 0.00 -0.03
C -0.20 -0.11 0.06
C 0.85 -0.01 -0.09
C -0.34 0.02 -0.06

Entry 2:
Entry from OMol25: a molecular structure, C44H32CrO4P at a distorted geometry (ωB97M-V/def2-TZVPD).

Net charge: +1
Maximum force in hartree/bohr: 0.085
Spin multiplicity: 3
ΔE to the lowest compared entry with this formula, charge and spin in kcal/mol: 21.4
HOMO (spin up / spin down) in eV: -9.11 / -9.10
Total energy in Eh: -3382.2717
LUMO energy (spin up / spin down) in eV: -3.6 / -5.4

Each line ends with the Mulliken spin population.
Cartesian coordinates (Å):
O (-0.87731, 5.20895, 6.40411)  0.05
C (-1.32023, 4.40462, 5.68410)  -0.07
Cr (-2.01088, 3.41583, 4.14786)  1.18
C (-0.58964, 4.26694, 3.29052)  -0.05
O (0.21036, 5.03256, 2.93028)  -0.01
C (-2.81811, 5.16705, 4.06750)  -0.06
O (-3.05090, 6.30874, 4.07449)  0.04
C (-3.48116, 1.99720, 4.91611)  0.09
C (-2.17309, 1.57062, 5.20542)  -0.06
C (-1.24185, 1.43104, 4.16056)  0.06
C (-1.68325, 1.48174, 2.82468)  0.03
C (-0.81390, 1.11597, 1.73699)  0.12
C (-0.00029, 1.32441, 0.81277)  -0.01
C (1.15457, 1.62675, 0.05736)  0.24
C (1.09018, 2.86309, -0.74123)  0.01
C (-0.17160, 3.48562, -1.01316)  0.09
C (-0.24050, 4.77203, -1.54791)  -0.07
C (0.91920, 5.47255, -1.90507)  0.12
C (2.16194, 4.85482, -1.71702)  -0.06
C (2.22602, 3.56484, -1.19879)  0.11
C (2.36751, 0.92554, 0.50826)  -0.01
C (2.25778, -0.15427, 1.44462)  0.09
C (3.37308, -0.69480, 2.06941)  -0.06
C (4.66288, -0.26383, 1.72648)  0.11
C (4.79784, 0.73702, 0.75231)  -0.05
C (3.68124, 1.24688, 0.10656)  0.11
C (-2.83976, 2.25288, 2.58033)  0.06
C (-3.81114, 2.36608, 3.59967)  -0.08
H (-4.22692, 2.07157, 5.71555)  0.00
H (-1.86021, 1.40121, 6.23794)  -0.01
H (-0.19519, 1.21404, 4.36540)  0.00
H (-1.08920, 2.93456, -0.78485)  0.02
H (-1.21649, 5.23540, -1.67351)  0.00
H (0.86893, 6.44764, -2.38028)  0.01
H (3.09731, 5.34953, -1.97530)  0.00
H (3.20844, 3.13583, -1.14769)  0.01
H (1.26118, -0.56307, 1.65102)  0.02
H (3.24568, -1.47629, 2.81457)  0.00
H (5.53588, -0.75013, 2.13445)  0.00
H (5.77587, 1.11294, 0.46214)  0.00
H (3.87272, 1.88243, -0.74447)  0.01
H (-3.02173, 2.66330, 1.58863)  -0.01
H (-4.78932, 2.76474, 3.35524)  -0.01
C (-1.05952, -5.43522, -5.16302)  0.00
C (0.16291, -5.32689, -4.50039)  0.00
C (0.41455, -4.24349, -3.64644)  0.00
C (-0.59077, -3.28975, -3.38924)  0.00
P (-0.33220, -2.01601, -2.11399)  0.00
C (-1.62817, -2.36179, -0.89945)  0.00
C (-2.08496, -1.30491, -0.09873)  0.01
C (-3.14769, -1.51743, 0.78380)  0.00
C (-3.73668, -2.78518, 0.89149)  0.00
C (-3.29891, -3.83546, 0.07369)  0.00
C (-2.26118, -3.61819, -0.84185)  0.00
C (1.27462, -2.36687, -1.35005)  0.00
C (2.40486, -1.72572, -1.87980)  0.00
C (3.65938, -1.97597, -1.32230)  0.00
C (3.77967, -2.91644, -0.29447)  0.00
C (2.65298, -3.56022, 0.22487)  0.00
C (1.38563, -3.29376, -0.30780)  0.00
C (-0.23246, -0.31418, -2.46980)  0.05
C (-0.18701, 0.12465, -3.85606)  0.00
O (-0.56149, 1.22436, -4.29199)  0.00
C (-1.81616, -3.38955, -4.08567)  0.00
C (-2.04538, -4.46205, -4.96258)  0.00
H (-1.23445, -6.26472, -5.85231)  0.00
H (0.94274, -6.07708, -4.64036)  0.00
H (1.39441, -4.13688, -3.17498)  0.00
H (-1.61106, -0.32523, -0.18027)  -0.02
H (-3.51192, -0.68064, 1.37732)  -0.01
H (-4.55175, -2.94759, 1.60160)  0.00
H (-3.76460, -4.82016, 0.13203)  0.00
H (-1.96789, -4.41720, -1.52339)  0.00
H (2.29934, -1.04193, -2.72673)  0.00
H (4.52884, -1.43364, -1.69472)  0.00
H (4.76709, -3.12512, 0.12318)  0.00
H (2.74899, -4.27229, 1.04524)  0.00
H (0.50998, -3.82708, 0.06406)  0.00
H (-0.19720, 0.36975, -1.65543)  -0.01
H (0.23440, -0.65605, -4.56035)  0.00
H (-2.58772, -2.62676, -3.94545)  0.00
H (-2.99716, -4.53189, -5.48568)  0.00

Atoms 1-6, force components in eV/Å:
O -1.71 -3.08 -2.34
C 2.25 2.70 2.58
Cr -0.27 1.47 1.72
C 2.60 3.11 -1.34
O -2.08 -2.59 0.77
C -0.76 4.20 -0.88